Record 1
Here is a molecular structure, C31H79N6O14V from the Open Molecules 2025 dataset. Energies are from the ωB97M-V functional and the def2-TZVPD basis.

The geometry in XYZ format:
```
131
C31H79N6O14V the ωB97M-V functional and the def2-TZVPD basis
O -2.0092 4.1778 2.1955
V -2.3861 2.7760 1.4979
O -3.9175 2.5156 1.9292
O -0.0839 -0.1677 -0.0391
C -0.8587 0.8727 0.2848
O -0.4226 1.9230 0.8320
O -2.1148 0.8144 0.2364
H -0.7599 -0.8773 -0.1581
C -0.9826 -1.0599 -3.3048
O 0.1424 -1.8207 -3.6786
C 0.7216 -2.4412 -2.5444
C 1.9599 -1.6534 -2.1074
N 2.9246 -1.7095 -3.2157
C 3.9987 -0.7388 -3.0086
C 4.9495 -0.7528 -4.1942
O 4.2774 -0.2190 -5.3141
C 5.1171 -0.0114 -6.4300
H -0.7287 -0.2515 -2.6072
H -1.7087 -1.6719 -2.7543
H -1.5147 -0.6206 -4.1464
H 1.0151 -3.4748 -2.7398
H 0.0452 -2.5657 -1.6918
H 2.3854 -2.1251 -1.2193
H 1.6470 -0.6304 -1.8710
H 2.3874 -1.4056 -4.0239
H 4.5208 -0.9459 -2.0739
H 3.5717 0.2714 -2.9457
H 5.3268 -1.7634 -4.3893
H 5.8321 -0.1508 -3.9409
H 4.6364 0.7823 -7.0011
H 5.1988 -0.9352 -7.0103
H 6.1327 0.3255 -6.1983
C -0.5531 -3.3117 0.9997
O -1.6047 -2.5510 0.4308
C -2.7527 -3.3510 0.2079
C -3.8011 -2.5922 -0.5990
N -4.1683 -1.3684 0.0796
C -5.2069 -0.5710 -0.5690
C -4.9038 -0.1226 -2.0103
O -5.4234 -1.0473 -2.9319
C -5.1203 -0.7041 -4.2803
H -0.8615 -3.7161 1.9677
H 0.2809 -2.6454 1.2490
H -0.1525 -3.9937 0.2459
H -3.1138 -3.7599 1.1547
H -2.5185 -4.1807 -0.4777
H -4.6757 -3.2344 -0.7167
H -3.3742 -2.3997 -1.5940
H -3.3705 -0.7593 0.1995
H -5.2761 0.3256 0.0512
H -6.1718 -1.0776 -0.5243
H -3.8234 0.0649 -2.1007
H -5.3973 0.8455 -2.1973
H -5.4080 -1.5804 -4.8563
H -4.0492 -0.5074 -4.3538
H -5.7216 0.1440 -4.6173
C -0.6687 2.1173 4.1735
O -1.7739 1.7029 3.4003
C -2.4062 0.4958 3.8001
C -1.6045 -0.7530 3.4611
N -1.7953 -1.8701 4.3564
C -3.0430 -2.5829 4.1991
C -3.0645 -3.8156 5.0906
O -2.1134 -4.7453 4.5933
C -1.8816 -5.8469 5.4383
H -0.3410 3.0970 3.8272
H 0.2037 1.4696 4.0572
H -0.9703 2.2223 5.2184
H -3.3842 0.5048 3.3160
H -2.6527 0.5719 4.8662
H -0.5423 -0.4862 3.4694
H -1.7627 -1.0138 2.4033
H -1.0170 -2.5116 4.2839
H -3.1878 -2.9820 3.1825
H -3.8739 -1.9222 4.4479
H -4.0611 -4.2623 5.1068
H -2.7453 -3.5059 6.0914
H -2.2463 -6.7605 4.9681
H -2.3253 -5.7601 6.4338
H -0.8124 -5.9596 5.6307
C -5.0247 4.3996 -0.6521
C -3.8898 3.5587 -1.2225
C -3.6129 3.7690 -2.7184
O -2.6548 2.7920 -3.0661
C -2.4875 2.6699 -4.4648
N -2.6296 3.7808 -0.4812
H -5.9265 4.3968 -1.2664
H -4.7302 5.4531 -0.5948
H -5.3053 4.0991 0.3555
H -4.1741 2.5099 -1.1179
H -3.1786 4.7682 -2.8608
H -4.5334 3.6841 -3.3024
H -3.4354 2.4797 -4.9717
H -1.7045 1.9566 -4.7043
H -2.1204 3.6232 -4.8708
H -2.3171 4.7456 -0.5826
H -1.9670 3.2947 -1.0999
C 2.6295 2.1980 -0.6482
C 3.4789 2.9843 0.3463
C 2.6771 3.2947 1.6072
O 3.4136 4.0192 2.5877
C 3.3644 5.4110 2.3270
N 4.6631 2.1761 0.7102
H 2.4815 1.1783 -0.2885
H 3.2260 2.1096 -1.5588
H 1.6633 2.6519 -0.8583
H 3.8664 3.9119 -0.0816
H 2.3709 2.3600 2.0872
H 1.7215 3.7881 1.3843
H 2.3318 5.7682 2.3828
H 3.7785 5.6563 1.3440
H 3.9755 5.9300 3.0644
H 4.9936 2.5633 1.5897
H 4.3629 1.2137 0.8937
C 6.5548 -0.6924 -0.0332
C 6.4006 -1.0749 1.4459
C 5.0038 -1.5660 1.7823
O 4.0597 -0.5199 1.6635
C 2.7281 -0.9196 1.8860
N 7.3424 -2.1640 1.7435
H 6.4413 -1.5597 -0.6859
H 7.5014 -0.1850 -0.2064
H 5.7465 -0.0001 -0.2955
H 6.6425 -0.2194 2.0788
H 4.9898 -1.9192 2.8196
H 4.7449 -2.4034 1.1183
H 2.4961 -1.2569 2.9025
H 2.3744 -1.5976 1.1077
H 2.1548 0.0094 1.8100
H 7.1389 -2.9485 1.1301
H 8.3076 -1.9547 1.5239
```

Results
Kohn-Sham gap = 8.420 eV
HOMO = -8.415 eV
energy relative to the best compared isomer or geometry (same formula, charge and spin) = 7.8 kJ/mol
LUMO level = 0.000 Eh

***

Record 2
Here is 6 unconnected molecules or ions with the total composition C31H79N7O11 from the Open Molecules 2025 dataset. Energies are from the ωB97M-V functional and the def2-TZVPD basis.

The geometry in XYZ format:
```
128
C31H79N7O11 the ωB97M-V functional and the def2-TZVPD basis
C 16.0804 17.5148 15.8244
O 16.3510 16.2967 16.4253
C 15.2658 15.8609 17.3023
C 15.9048 14.9080 18.3225
N 16.7912 15.6416 19.3060
C 17.7790 14.7842 19.9777
C 18.5199 15.6658 20.9906
O 19.4420 14.8642 21.6272
C 20.1517 15.4386 22.6930
H 16.8624 17.7576 15.0911
H 16.0931 18.2247 16.6512
H 15.1554 17.5606 15.2153
H 14.4718 15.3457 16.7684
H 14.9599 16.8016 17.8290
H 16.5121 14.1856 17.7274
H 15.1186 14.3460 18.8102
H 17.4281 16.3049 18.8591
H 18.5556 14.3310 19.2813
H 17.3041 13.9286 20.4574
H 17.8822 16.1622 21.6895
H 19.0627 16.4641 20.4175
H 20.8809 16.1572 22.4067
H 20.6815 14.6145 23.2376
H 19.4428 15.9842 23.3365
C 13.2597 23.2026 8.6802
O 14.0312 22.0063 8.6286
C 13.3178 20.8814 9.1581
C 14.2584 19.6936 9.1735
N 14.4251 19.1338 7.8295
C 15.0213 17.8239 7.9288
C 14.0628 16.8221 8.4572
O 14.2149 16.6546 9.9213
C 13.2086 15.8706 10.4454
H 13.0982 23.4864 9.6943
H 12.2409 22.9582 8.2352
H 13.7648 23.9597 8.1069
H 12.4298 20.6520 8.5665
H 12.9856 20.9755 10.1789
H 13.7818 18.9178 9.8266
H 15.1990 20.0092 9.6146
H 14.9271 19.7720 7.2681
H 15.9800 17.9213 8.4627
H 15.3310 17.5203 6.9125
H 14.1477 15.8481 7.9885
H 13.0107 17.1626 8.2933
H 13.4188 15.8861 11.5395
H 13.1931 14.9101 10.0041
H 12.2616 16.3525 10.2154
C 18.7435 19.5847 10.4260
O 17.6622 20.3692 9.8936
C 17.9565 21.6516 9.4375
C 18.1779 22.5765 10.6131
N 17.0273 22.4442 11.5386
C 16.8752 23.4717 12.5229
C 16.4497 24.8368 12.0162
O 15.3175 24.7196 11.1597
C 14.7582 25.9849 10.8830
H 18.4693 18.5022 10.2380
H 18.9059 19.7718 11.4856
H 19.6865 19.8023 9.9361
H 17.0332 21.9218 8.8995
H 18.7402 21.5484 8.7038
H 18.3566 23.5780 10.0429
H 19.1309 22.3979 11.1598
H 16.1819 22.3423 10.9991
H 17.7775 23.4559 13.1713
H 16.0267 23.2646 13.2355
H 17.2734 25.2416 11.3978
H 16.2715 25.5366 12.8410
H 14.2447 26.3512 11.7728
H 14.0450 25.8266 10.0666
H 15.5828 26.6786 10.6023
C 9.8728 15.7987 15.7243
O 10.0956 17.0604 15.1840
C 11.4415 17.5031 15.3594
C 11.4734 18.8381 14.6700
N 12.6527 19.6190 15.0796
C 12.7439 20.8919 14.4623
C 13.5341 21.9315 15.2725
O 14.8859 21.5720 15.2267
C 15.7302 22.3431 16.0606
H 10.1241 15.0066 15.0112
H 8.8107 15.7106 15.9631
H 10.4490 15.6135 16.6306
H 12.1737 16.8262 14.9103
H 11.6474 17.6047 16.4211
H 10.6150 19.3850 15.0136
H 11.4449 18.8309 13.5664
H 13.4850 19.1423 14.6877
H 11.7304 21.3291 14.4357
H 13.1437 20.9648 13.4450
H 13.0977 22.0003 16.2716
H 13.3404 22.9049 14.7792
H 15.4957 22.1295 17.1099
H 15.6114 23.4407 15.8817
H 16.7642 21.9605 15.8609
C 17.8636 10.4712 16.7437
O 16.7533 10.5296 15.9833
C 15.5357 10.2805 16.6946
C 14.4634 10.0953 15.6453
N 14.4174 11.2235 14.7457
C 13.7447 12.4153 15.2945
C 13.8638 13.5926 14.3059
O 15.2624 13.8621 14.1439
C 15.4293 14.9047 13.1774
H 17.9289 9.5247 17.2760
H 18.0017 11.2995 17.4832
H 18.7444 10.5930 16.0624
H 15.2288 11.2202 17.3047
H 15.5636 9.4523 17.4013
H 13.5066 9.9554 16.1391
H 14.6843 9.1513 15.0451
H 15.3475 11.4607 14.3287
H 14.1302 12.6962 16.2859
H 12.6649 12.2212 15.3713
H 13.4586 14.6149 14.4867
H 13.5072 13.0873 13.4148
H 16.4499 15.2843 13.2041
H 14.7315 15.7194 13.3422
H 15.1806 14.5487 12.1509
N 16.0135 19.9684 12.9799
C 15.6106 18.7796 12.6072
N 16.2759 18.0949 11.6536
O 14.5247 18.3572 12.9963
H 16.6274 20.6218 12.4998
H 15.4874 20.3756 13.7375
H 16.9522 18.6358 11.1812
H 15.6912 17.6328 10.9682
```

Results
Kohn-Sham gap = 8.793 eV
HOMO = -8.216 eV
energy relative to the best compared isomer or geometry (same formula, charge and spin) = 41.4 kJ/mol
LUMO level = 0.021 Eh
structure (SMILES) = COCCNCCOC.COCCNCCOC.COCCNCCOC.COCCNCCOC.COCCNCCOC.NC(N)=O

***

Record 3
Here is a molecular structure, C31H81NO26P7S2 from the Open Molecules 2025 dataset. Energies are from the ωB97M-V functional and the def2-TZVPD basis.

The geometry in XYZ format:
```
148
C31H81NO26P7S2 the ωB97M-V functional and the def2-TZVPD basis
C -2.5580 5.0296 -7.0419
P -3.6052 6.5850 -6.8541
O -3.1136 7.5186 -5.5174
S -5.6037 5.8201 -6.4416
O -6.6166 6.9181 -6.3687
O -5.9202 5.0131 -7.6822
N -5.6330 4.7133 -5.1492
S -5.3930 5.4506 -3.6579
O -5.9045 6.8478 -3.5243
O -6.1461 4.6144 -2.6466
P -3.3518 5.4670 -2.9800
O -2.3209 4.9650 -3.9924
H -2.3589 4.7434 -8.1043
H -1.6180 5.0942 -6.4187
H -3.1528 4.1763 -6.5886
H -2.1540 7.4835 -5.3853
H -2.9788 6.7770 -2.5131
H -3.2853 4.6078 -1.8255
O -0.2920 5.2830 0.3569
P 0.0938 4.1007 1.2431
O -1.3950 3.4083 1.4267
C -1.9654 2.7070 0.3270
C -1.3807 1.3110 0.2116
O 0.1449 4.9468 2.6727
C 0.5830 6.3050 2.6938
C -0.6055 7.2243 2.8819
O 0.7824 2.7828 2.0699
C 2.0254 2.9617 2.7556
C 1.7851 2.8273 4.2467
H -1.8231 3.2702 -0.6002
H -3.0394 2.6386 0.5121
H -0.3221 1.3557 -0.0601
H -1.9076 0.7327 -0.5498
H -1.4464 0.7851 1.1664
H 1.1455 6.5535 1.7917
H 1.2707 6.4129 3.5389
H -1.3463 7.0823 2.0936
H -0.2937 8.2711 2.8816
H -1.1052 7.0074 3.8286
H 2.4827 3.9236 2.5117
H 2.7060 2.1734 2.4222
H 1.1188 3.6077 4.6137
H 2.7262 2.8883 4.7972
H 1.3041 1.8731 4.4729
O -10.9748 4.5641 -0.7154
P -11.5070 5.1978 -2.0003
O -10.3144 6.2988 -2.2802
C -9.0433 5.8355 -2.7566
C -9.0869 5.5691 -4.2490
O -12.6068 6.2090 -1.2634
C -13.2787 5.8002 -0.0757
C -12.7028 6.5340 1.1174
O -12.2221 5.6147 -3.4890
C -13.6244 5.4093 -3.6679
C -14.3024 6.7595 -3.7999
H -8.7327 4.9437 -2.2068
H -8.3174 6.6222 -2.5485
H -9.7461 4.7225 -4.4711
H -8.0920 5.3403 -4.6307
H -9.4817 6.4341 -4.7853
H -13.2284 4.7173 0.0551
H -14.3366 6.0593 -0.1931
H -11.6308 6.3557 1.2130
H -13.1920 6.2204 2.0429
H -12.8353 7.6118 0.9983
H -14.0526 4.8286 -2.8469
H -13.7633 4.8381 -4.5898
H -14.1925 7.3497 -2.8904
H -15.3681 6.6392 -4.0080
H -13.8477 7.3390 -4.6061
O 4.6876 -0.9904 3.3125
P 3.9513 -2.3192 3.4803
O 2.4184 -1.7089 3.4141
C 1.9062 -1.2849 2.1548
C 1.4208 -2.4690 1.3393
O 4.0941 -2.3985 5.1338
C 5.2792 -1.9359 5.7811
C 5.0067 -0.6123 6.4643
O 3.2434 -3.8646 3.5248
C 3.9645 -4.9436 4.1293
C 3.2341 -5.3766 5.3856
H 2.6631 -0.7132 1.6077
H 1.0680 -0.6148 2.3589
H 2.2591 -3.1093 1.0492
H 0.9143 -2.1327 0.4324
H 0.7333 -3.0838 1.9230
H 6.1114 -1.8626 5.0781
H 5.5573 -2.6865 6.5278
H 4.6518 0.1359 5.7536
H 5.9072 -0.2307 6.9505
H 4.2244 -0.7295 7.2175
H 4.9976 -4.6622 4.3466
H 3.9864 -5.7712 3.4157
H 3.2052 -4.5760 6.1244
H 3.7194 -6.2452 5.8352
H 2.1965 -5.6293 5.1578
O 2.7818 -10.2728 2.5512
P 4.0785 -10.8453 1.9834
O 5.1470 -9.9534 2.8773
C 5.3314 -10.2779 4.2497
C 6.2619 -11.4663 4.4096
O 4.0993 -9.8885 0.6269
C 2.8783 -9.5363 -0.0229
C 2.5370 -8.0907 0.2798
O 5.4121 -11.6755 1.3308
C 5.2931 -12.2712 0.0345
C 6.2109 -11.5388 -0.9249
H 4.3662 -10.4671 4.7296
H 5.7733 -9.4008 4.7280
H 5.8006 -12.3752 4.0139
H 6.5014 -11.6318 5.4620
H 7.1887 -11.3083 3.8551
H 2.0675 -10.2077 0.2660
H 3.0316 -9.6656 -1.0988
H 2.4546 -7.9180 1.3542
H 1.5940 -7.8053 -0.1908
H 3.3258 -7.4300 -0.0869
H 4.2594 -12.2597 -0.3182
H 5.6069 -13.3148 0.1169
H 5.9163 -10.4959 -1.0388
H 6.1981 -12.0113 -1.9090
H 7.2357 -11.5351 -0.5476
O 7.7631 1.2368 -1.9213
P 7.2451 -0.1976 -2.0048
O 6.6093 -0.1622 -3.5308
C 7.4947 -0.1599 -4.6434
C 8.0040 -1.5590 -4.9388
O 5.8423 0.0550 -1.1515
C 5.8056 0.9903 -0.0702
C 5.0655 2.2404 -0.4984
O 6.9127 -1.8644 -1.9296
C 6.7240 -2.4678 -0.6476
C 5.2804 -2.9136 -0.5298
H 8.3247 0.5317 -4.4686
H 6.9286 0.2115 -5.5003
H 8.6461 -1.9164 -4.1290
H 8.5795 -1.5738 -5.8668
H 7.1734 -2.2619 -5.0249
H 6.8107 1.2199 0.2885
H 5.2733 0.5112 0.7577
H 5.5303 2.6981 -1.3732
H 5.0429 2.9763 0.3085
H 4.0383 1.9947 -0.7781
H 6.9947 -1.7842 0.1605
H 7.3838 -3.3372 -0.5856
H 4.5966 -2.0658 -0.5753
H 5.1145 -3.4414 0.4128
H 5.0118 -3.5747 -1.3565
```

Results
Kohn-Sham gap = 4.693 eV
HOMO = -5.398 eV
LUMO level = -0.026 Eh
total charge = -1

***

| no. | M (g/mol) |
| --- | --- |
| 1 | 810.9 |
| 2 | 726.0 |
| 3 | 1164.9 |